(1)
Computed, not measured: a cluster of 2 separate species, CH6NOS in total, with ωB97M-V/def2-TZVPD.

Last column: natural (NBO) charge in e.
CARTESIAN COORDINATES (ANGSTROEM)
S  -1.06828  -1.73811  1.77957  -1.027
H  -1.25863  -2.17730  0.52256  0.092
N  -0.15500  1.41388  0.04593  -0.874
C  0.49814  0.47521  -0.86323  0.098
O  1.21163  -0.56592  -0.20397  -0.792
H  0.27005  1.28569  0.96028  0.366
H  -1.11220  1.10309  0.16729  0.369
H  1.23279  1.01735  -1.46405  0.132
H  -0.25759  0.00543  -1.50234  0.135
H  0.63909  -0.81933  0.55799  0.500

Output
M: 80.13 g/mol
E_HOMO: -0.1125 Eh
multiplicity: 1
net charge: -1

---

(2)
Computed, not measured: the molecule CH6NP at a distorted geometry, with ωB97M-V/def2-TZVPD.

Last column: natural (NBO) charge in e.
CARTESIAN COORDINATES (ANGSTROEM)
C  -1.33785  0.10216  0.14650  -0.945
P  0.42225  0.75022  0.09977  0.689
N  1.34726  -0.73565  0.07059  -1.138
H  -1.54908  -0.03338  1.19998  0.233
H  -1.44474  -0.69865  -0.64235  0.245
H  -1.93828  1.04310  -0.09180  0.232
H  0.50624  1.07343  -1.39369  -0.061
H  2.34981  -0.54215  -0.37028  0.379
H  1.64439  -0.95908  0.98127  0.366

Output
M: 63.04 g/mol
E_HOMO: -0.3035 Eh
multiplicity: 1
structure (SMILES): CPN

---

(3)
Computed, not measured: a cluster of 2 separate species, CH6NPS in total at a distorted geometry, with ωB97M-V/def2-TZVPD.

Last column: natural (NBO) charge in e.
CARTESIAN COORDINATES (ANGSTROEM)
C  -0.81203  -0.32925  -0.38603  -0.958
P  -1.97331  0.54920  0.40591  0.942
S  -2.79359  2.24604  -0.05865  -0.462
H  -0.35427  -1.25135  -0.15189  0.242
H  -0.29701  0.27389  -1.22987  0.254
H  -2.54350  -0.19732  1.40646  -0.020
N  2.26778  -0.36408  0.27214  -1.075
H  1.79384  0.52584  0.14237  0.364
H  1.54854  -0.94680  -0.14071  0.344
H  3.16354  -0.50616  -0.25974  0.371

Output
M: 95.11 g/mol
E_HOMO: -0.3291 Eh
multiplicity: 1
structure (SMILES): C=[PH]=S.N

---

What are the E values for these records? In order: -15508.3022 -11912.3760 -22746.9637 eV.
What are the HOMO-LUMO gap values for these records? In order: 7.338 9.345 8.665 eV.